{
  "formula": "C2H4N2O",
  "method": "wB97M-V/def2-TZVPD",
  "symbols": ["C", "N", "C", "O", "N", "H", "H", "H", "H"],
  "xyz": [[-0.95, 0.37, 0.27], [-0.62, -0.45, -0.63], [0.76, -0.79, -0.45], [1.29, -0.05, 0.66], [-0.09, 0.68, 1.28], [-1.91, 0.86, 0.20], [0.72, -1.86, -0.22], [1.29, -0.65, -1.42], [-0.25, 1.68, 1.57]],
  "lowdin_charge": [-0.295, 0.045, -0.275, -0.074, 0.104, 0.126, 0.115, 0.121, 0.133],
  "smiles": "C1=NCON1",
  "de_lowest_kcal_mol": 79.43,
  "orbital_gap_ev": 9.3291,
  "e_homo_ev": -9.2,
  "e_tot_ha": -263.23669
}